Record 1
Computed, not measured: a structure of composition C28H36BeP2Si, with the ωB97M-V functional and the def2-TZVPD basis.

Atoms and positions in Å:
1 C 2.030 -2.596 -1.327
2 C 2.035 -1.288 -1.931
3 C 2.581 -0.381 -0.948
4 H 1.832 -1.034 -2.972
5 C 2.673 -1.089 0.293
6 C 2.416 -2.461 0.039
7 H 2.547 -3.284 0.744
8 H 1.918 -3.532 -1.870
9 H 2.924 0.647 -1.123
10 H 3.080 -0.653 1.221
11 Be 0.833 -0.633 -0.610
12 C -2.951 2.587 0.791
13 H 0.401 0.722 -0.836
14 H -3.507 1.718 1.099
15 H -1.859 2.351 0.708
16 Si 0.825 2.132 -1.357
17 C -0.334 3.140 -2.502
18 C 0.320 3.039 -3.742
19 H 1.228 2.436 -3.808
20 C -0.164 3.688 -4.870
21 H 0.392 3.586 -5.796
22 C -1.343 4.448 -4.794
23 H -1.744 4.886 -5.715
24 C -1.994 4.579 -3.561
25 H -2.903 5.199 -3.526
26 C -1.498 3.947 -2.406
27 H -2.037 4.107 -1.465
28 C 1.566 3.509 -0.337
29 C 1.635 4.837 -0.849
30 H 0.966 5.148 -1.662
31 C 2.625 5.723 -0.393
32 H 2.763 6.686 -0.891
33 C 3.369 5.401 0.755
34 H 4.161 6.073 1.094
35 C 3.068 4.217 1.454
36 H 3.595 4.014 2.393
37 C 2.104 3.322 0.965
38 H 1.788 2.465 1.574
39 H -3.246 3.041 -0.192
40 H -3.059 3.330 1.558
41 C -1.475 -2.653 4.523
42 P -0.591 -2.197 2.963
43 C 1.161 -2.152 3.518
44 C -0.659 -3.787 2.045
45 C -0.293 -4.982 2.685
46 C -0.338 -6.193 1.978
47 C -0.771 -6.202 0.648
48 C -1.125 -5.007 0.010
49 C -1.042 -3.776 0.672
50 P -1.216 -2.127 -0.170
51 C -1.958 -2.628 -1.764
52 C -2.701 -1.456 0.719
53 H -1.705 -1.710 5.042
54 H -0.840 -3.291 5.156
55 H -2.415 -3.168 4.275
56 H 1.204 -2.216 4.613
57 H 1.746 -2.964 3.061
58 H 1.564 -1.185 3.186
59 H 0.027 -4.987 3.737
60 H -0.015 -7.117 2.468
61 H -0.838 -7.154 0.108
62 H -1.462 -5.045 -1.024
63 H -2.792 -3.339 -1.676
64 H -2.322 -1.723 -2.265
65 H -1.179 -3.074 -2.393
66 H -3.448 -2.232 0.961
67 H -2.388 -0.959 1.655
68 H -3.164 -0.702 0.062

Calculated values
**Kohn-Sham gap**: 5.4648 eV
**Net charge**: 0
**HOMO energy**: -5.2553 eV

---

Record 2
Computed, not measured: a cluster of 4 separate species, C28H36BrFN2O14S4 in total, with the ωB97M-V functional and the def2-TZVPD basis.

Atoms and positions in Å:
1 C 4.995 0.263 -1.188
2 C 4.085 -1.079 -1.181
3 C 4.972 -2.443 -1.189
4 C 3.031 -1.145 0.041
5 C 3.646 -0.762 1.473
6 C 1.745 -0.220 -0.379
7 O 1.560 0.848 0.596
8 C 0.537 1.758 0.213
9 C 0.756 2.840 -0.940
10 C 2.123 2.962 -1.788
11 C 1.798 2.309 -3.250
12 O 0.840 1.488 -3.302
13 F 2.517 2.667 -4.433
14 C -0.374 3.845 -1.356
15 Br -0.066 5.153 -2.847
16 C -1.794 3.891 -0.693
17 N -2.944 4.717 -0.974
18 S -4.110 4.106 0.155
19 N -3.328 2.851 1.020
20 C -1.995 2.813 0.443
21 C -0.881 1.766 0.893
22 C -1.314 0.729 2.032
23 C -1.560 -0.772 1.512
24 C -2.354 -0.890 0.128
25 C -1.814 -0.522 -1.285
26 C -2.593 -0.635 -2.626
27 C -4.038 -1.208 -2.579
28 C -4.615 -1.635 -1.189
29 C -3.826 -1.474 0.173
30 H 6.087 -0.077 -1.115
31 H 4.786 0.970 -0.310
32 H 4.822 0.844 -2.177
33 H 3.492 -1.099 -2.176
34 H 5.601 -2.503 -2.147
35 H 4.201 -3.309 -1.197
36 H 5.626 -2.523 -0.237
37 H 2.663 -2.242 0.117
38 H 4.580 -1.413 1.668
39 H 2.913 -0.962 2.343
40 H 3.973 0.339 1.563
41 H 1.883 0.162 -1.446
42 H 0.830 -0.926 -0.261
43 H 2.943 2.349 -1.280
44 H 2.428 4.048 -1.979
45 H -0.418 0.675 2.770
46 H -2.185 1.153 2.669
47 H -2.227 -1.285 2.309
48 H -0.596 -1.414 1.486
49 H -0.749 -0.092 -1.339
50 H -2.075 -0.293 -3.597
51 H -4.626 -1.306 -3.564
52 H -5.679 -2.088 -1.210
53 H -4.339 -1.797 1.144
54 O 6.409 -3.857 -3.535
55 S 6.042 -5.203 -3.206
56 O 6.448 -5.846 -1.993
57 O 6.446 -6.154 -4.458
58 C 5.283 -6.824 -4.945
59 C 4.121 -5.896 -4.625
60 O 4.431 -5.341 -3.347
61 H 5.189 -7.773 -4.411
62 H 5.374 -7.017 -6.014
63 H 3.165 -6.420 -4.595
64 H 4.062 -5.074 -5.345
65 O -0.969 -1.976 3.987
66 S 0.176 -2.307 4.785
67 O 0.954 -3.490 4.574
68 O -0.259 -2.242 6.347
69 C 0.559 -1.293 7.033
70 C 0.957 -0.270 5.980
71 O 1.178 -1.028 4.791
72 H 1.435 -1.818 7.424
73 H 0.007 -0.842 7.859
74 H 1.855 0.283 6.256
75 H 0.142 0.434 5.786
76 O -9.672 5.819 3.232
77 S -9.613 6.009 1.813
78 O -10.659 6.642 1.069
79 O -9.279 4.577 1.124
80 C -8.074 4.680 0.365
81 C -7.258 5.765 1.051
82 O -8.211 6.747 1.456
83 H -8.339 4.972 -0.656
84 H -7.553 3.722 0.344
85 H -6.510 6.204 0.390
86 H -6.767 5.380 1.950

Calculated values
**Kohn-Sham gap**: 6.8173 eV
**Structure (SMILES)**: CC(C)[C@@H](C)COc1c(CC(=O)F)c(Br)c2nsnc2c1CCc1ccccc1.O=S1(=O)OCCO1.O=S1(=O)OCCO1.O=S1(=O)OCCO1
**Net charge**: 0
**HOMO energy**: -8.4559 eV

---

Record 3
Computed, not measured: a structure of composition C28H36ClCrN5O10P, with the ωB97M-V functional and the def2-TZVPD basis.

Atoms and positions in Å:
1 Cr 0.558 -0.540 -1.510
2 O 4.327 -0.845 -2.821
3 C 3.318 -0.442 -1.986
4 O 2.238 -1.229 -2.037
5 C 2.973 1.005 -2.243
6 O 1.936 1.289 -1.293
7 C 2.565 1.480 -0.029
8 C 3.575 0.397 0.320
9 O 4.092 0.401 1.410
10 O 3.900 -0.504 -0.597
11 H 4.223 -1.798 -2.938
12 H 2.580 1.121 -3.245
13 H 3.821 1.676 -2.097
14 H 1.796 1.488 0.735
15 H 3.090 2.440 -0.026
16 O -4.835 -2.529 -2.147
17 C -4.923 -1.350 -1.561
18 O -5.979 -0.822 -1.321
19 C -3.638 -0.683 -1.188
20 C -3.530 0.518 -0.508
21 Cl -4.723 1.567 0.075
22 N -2.219 0.811 -0.354
23 N -1.464 -0.146 -0.920
24 C -2.294 -1.043 -1.419
25 C -1.632 -2.270 -1.979
26 O -2.317 -3.204 -2.388
27 O -0.357 -2.240 -1.914
28 C -1.638 1.836 0.460
29 C -0.748 2.732 -0.101
30 C -0.185 3.709 0.709
31 C -0.527 3.792 2.051
32 C -1.433 2.890 2.596
33 C -1.986 1.899 1.801
34 H -3.890 -2.841 -2.263
35 H -0.504 2.663 -1.152
36 H 0.512 4.418 0.280
37 H -0.093 4.564 2.673
38 H -1.703 2.953 3.642
39 H -2.691 1.186 2.208
40 C 1.583 0.414 3.311
41 N 1.695 -0.994 2.947
42 C 2.869 -1.673 3.480
43 P 0.765 -1.597 1.741
44 O 0.858 -0.749 0.493
45 N 1.192 -3.137 1.402
46 C 0.806 -4.247 2.256
47 C 2.178 -3.475 0.380
48 N -0.758 -1.660 2.368
49 C -1.110 -1.465 3.763
50 C -1.824 -2.238 1.563
51 H 2.483 0.957 3.016
52 H 1.452 0.513 4.394
53 H 0.718 0.864 2.824
54 H 3.785 -1.224 3.095
55 H 2.851 -2.727 3.212
56 H 2.864 -1.600 4.571
57 H 0.071 -3.930 2.994
58 H 1.671 -4.658 2.786
59 H 0.369 -5.044 1.650
60 H 2.403 -2.611 -0.237
61 H 1.774 -4.256 -0.267
62 H 3.102 -3.837 0.842
63 H -0.231 -1.223 4.352
64 H -1.559 -2.377 4.170
65 H -1.839 -0.657 3.874
66 H -1.435 -2.555 0.598
67 H -2.638 -1.527 1.404
68 H -2.236 -3.120 2.064
69 C -0.006 0.350 -3.308
70 C -0.621 1.702 -3.357
71 C 0.161 2.851 -3.527
72 C -0.403 4.118 -3.519
73 C -1.771 4.276 -3.335
74 C -2.567 3.147 -3.199
75 C -2.000 1.881 -3.223
76 H 0.883 0.310 -3.938
77 H -0.693 -0.409 -3.694
78 H 1.229 2.748 -3.668
79 H 0.228 4.988 -3.658
80 H -2.213 5.264 -3.321
81 H -3.639 3.249 -3.083
82 H -2.641 1.010 -3.140

Calculated values
**Kohn-Sham gap (alpha / beta)**: 8.3436 / 8.2644 eV
**⟨S²⟩**: 0.7623
**Net charge**: 0
**HOMO energy (alpha / beta)**: -8.3038 / -8.1616 eV
**Multiplicity**: 2

---

Number 2 is which compound? C28H36BrFN2O14S4

---

Repeat the first record exactly.
Computed, not measured: a structure of composition C28H36BeP2Si, with the ωB97M-V functional and the def2-TZVPD basis.

Atoms and positions in Å:
1 C 2.030 -2.596 -1.327
2 C 2.035 -1.288 -1.931
3 C 2.581 -0.381 -0.948
4 H 1.832 -1.034 -2.972
5 C 2.673 -1.089 0.293
6 C 2.416 -2.461 0.039
7 H 2.547 -3.284 0.744
8 H 1.918 -3.532 -1.870
9 H 2.924 0.647 -1.123
10 H 3.080 -0.653 1.221
11 Be 0.833 -0.633 -0.610
12 C -2.951 2.587 0.791
13 H 0.401 0.722 -0.836
14 H -3.507 1.718 1.099
15 H -1.859 2.351 0.708
16 Si 0.825 2.132 -1.357
17 C -0.334 3.140 -2.502
18 C 0.320 3.039 -3.742
19 H 1.228 2.436 -3.808
20 C -0.164 3.688 -4.870
21 H 0.392 3.586 -5.796
22 C -1.343 4.448 -4.794
23 H -1.744 4.886 -5.715
24 C -1.994 4.579 -3.561
25 H -2.903 5.199 -3.526
26 C -1.498 3.947 -2.406
27 H -2.037 4.107 -1.465
28 C 1.566 3.509 -0.337
29 C 1.635 4.837 -0.849
30 H 0.966 5.148 -1.662
31 C 2.625 5.723 -0.393
32 H 2.763 6.686 -0.891
33 C 3.369 5.401 0.755
34 H 4.161 6.073 1.094
35 C 3.068 4.217 1.454
36 H 3.595 4.014 2.393
37 C 2.104 3.322 0.965
38 H 1.788 2.465 1.574
39 H -3.246 3.041 -0.192
40 H -3.059 3.330 1.558
41 C -1.475 -2.653 4.523
42 P -0.591 -2.197 2.963
43 C 1.161 -2.152 3.518
44 C -0.659 -3.787 2.045
45 C -0.293 -4.982 2.685
46 C -0.338 -6.193 1.978
47 C -0.771 -6.202 0.648
48 C -1.125 -5.007 0.010
49 C -1.042 -3.776 0.672
50 P -1.216 -2.127 -0.170
51 C -1.958 -2.628 -1.764
52 C -2.701 -1.456 0.719
53 H -1.705 -1.710 5.042
54 H -0.840 -3.291 5.156
55 H -2.415 -3.168 4.275
56 H 1.204 -2.216 4.613
57 H 1.746 -2.964 3.061
58 H 1.564 -1.185 3.186
59 H 0.027 -4.987 3.737
60 H -0.015 -7.117 2.468
61 H -0.838 -7.154 0.108
62 H -1.462 -5.045 -1.024
63 H -2.792 -3.339 -1.676
64 H -2.322 -1.723 -2.265
65 H -1.179 -3.074 -2.393
66 H -3.448 -2.232 0.961
67 H -2.388 -0.959 1.655
68 H -3.164 -0.702 0.062

Calculated values
**Kohn-Sham gap**: 5.4648 eV
**Net charge**: 0
**HOMO energy**: -5.2553 eV

---

What is the net charge in the third record? 0